(1)
19
Properties=species:S:1:pos:R:3:forces:R:3:mulliken_charge:R:1 method="wB97M-V/def2-TZVPD" largest_force_ev_per_a=4.244 de_lowest_kj_mol=204.94 homo_ev=-12.142 charge=+1 energy_ha=-323.6002 multiplicity=1
C 0.8696 0.3812 -1.6386 -3.2 -0.1 1.3 0.3067
C -0.7438 -2.0332 1.2497 0.1 1.4 0.3 -1.3257
C -0.2389 0.4518 1.4332 -2.6 -1.9 -2.8 -0.3645
C -0.8637 -0.5699 0.7874 1.2 -0.5 2.2 -0.1685
N 1.4486 -0.5532 -2.2905 1.2 -0.1 -0.7 -0.2659
N -0.3368 1.7404 0.9458 2.5 0.3 2.5 -0.5756
N 1.3708 1.3326 -0.9076 -0.5 -0.3 -0.7 -0.3594
H -0.2338 0.1449 -1.6509 1.0 1.4 0.3 0.2623
H -1.5598 -2.2329 1.9268 0.0 0.0 0.8 0.3371
H 0.2398 -2.1841 1.7042 -0.4 -0.2 0.2 0.3142
H -0.9241 -2.8063 0.5345 0.3 -0.1 -1.2 0.3673
H 0.3810 0.3248 2.2380 1.6 -0.4 1.8 0.4001
H -1.6642 -0.3422 0.1332 -0.6 0.3 -1.0 0.4697
H 0.9030 -1.1008 -2.9169 0.1 -0.6 -0.4 0.2531
H -1.0115 1.9125 0.3009 -2.7 1.0 -1.7 0.2615
H -0.0068 2.4802 1.5432 -0.6 0.3 0.1 0.2591
H 0.7740 1.6622 -0.1031 -0.3 0.2 -0.3 0.3788
H 2.3326 1.4194 -0.7239 1.5 -0.1 -0.3 0.2317
H 2.4338 -0.5235 -2.3171 1.3 -0.6 -0.6 0.2181

***

(2)
17
Properties=species:S:1:pos:R:3:forces:R:3:mulliken_charge:R:1 method="wB97M-V/def2-TZVPD" largest_force_ev_per_a=4.542 de_lowest_kj_mol=54.64 homo_ev="-11.089 / -11.089" charge=+1 energy_ha=-526.4432 multiplicity=2 s_squared=0.753
O -3.6577 0.6907 -1.4399 0.6 -0.9 -0.5 -0.8200
C -2.5689 0.7651 -0.8043 -3.4 2.4 1.9 0.8045
O -2.2997 1.6236 0.0716 1.3 -2.4 -1.5 -0.6003
O -1.8623 -0.4303 -1.0064 1.3 -0.6 0.3 -0.3848
C -0.4368 -0.3167 -0.9169 1.5 -0.8 -0.6 -0.2485
C 0.2438 -1.6614 -1.1778 -2.0 0.8 0.9 -0.7933
Rb -1.5113 -0.7196 2.2759 -0.2 0.4 -0.1 0.9886
H -0.1142 0.0638 0.0530 -0.2 0.2 0.0 0.2606
H -0.0869 0.3953 -1.6662 -0.1 0.2 0.0 0.3263
H -0.2852 -2.2872 -1.8810 0.4 -0.1 -0.4 0.3296
H 0.5863 -2.1666 -0.2891 0.6 -0.2 -0.1 0.2613
Li -3.5398 -1.1780 -2.0057 0.1 1.0 0.1 0.8758
C 5.0051 -2.2320 -4.3708 -1.0 0.9 0.5 -0.9314
C 5.8420 -3.1113 -4.8143 2.5 -1.9 -1.4 0.8174
O 6.6396 -3.8642 -5.2558 -1.8 1.4 1.1 -0.3571
H 4.0547 -2.0546 -4.8482 0.0 -0.3 -0.2 0.2345
H 5.2376 -1.5874 -3.5394 0.3 -0.1 0.1 0.2369

***

(3)
23
Properties=species:S:1:pos:R:3:forces:R:3:mulliken_charge:R:1 method="wB97M-V/def2-TZVPD" largest_force_ev_per_a=5.626 de_lowest_kj_mol=945.72 homo_ev=-9.058 energy_ha=-566.8862 multiplicity=1
C 2.3356 -1.2743 0.8733 0.6 -1.6 0.2 -0.7599
C 0.9810 0.2113 -0.9715 -1.3 -1.7 -0.7 -0.5727
C 0.2222 1.0148 0.0603 0.3 -1.9 0.7 -0.1541
C -1.2299 1.2848 -0.4200 1.0 2.9 2.4 -0.6367
C -2.9133 -0.1130 0.9619 0.2 1.4 1.4 -0.7172
H 1.6010 -2.4415 0.6422 2.5 3.9 0.7 0.2066
H 2.0448 -0.8405 2.0826 1.0 -1.2 -4.1 0.2407
H 3.7902 -1.3936 0.6040 -4.2 0.1 1.3 0.3465
H 0.2749 -0.6437 -1.3808 1.6 1.3 1.0 0.1988
H 1.2631 0.7774 -1.9009 0.2 -0.5 1.2 0.3791
H 0.3121 0.2551 1.0217 -0.9 2.5 -2.0 0.0892
H 0.7702 1.9650 0.2476 -0.5 -0.6 0.2 0.2866
H -1.3864 2.2616 0.3092 -1.2 -2.6 -1.9 0.2727
H -1.3001 1.6488 -1.4717 0.3 -0.4 0.8 0.3959
H -4.0291 -0.1635 0.8158 1.3 0.0 -0.4 0.2753
H -2.7062 0.8664 1.6157 -0.4 -2.5 -1.3 0.2946
H -2.6114 -1.0592 1.4988 -0.1 1.1 -0.6 0.2469
N 2.1798 -0.3031 -0.2772 0.3 -1.5 1.0 0.5359
N -2.1097 0.1169 -0.2807 0.1 3.9 4.1 0.7283
N -2.1806 -0.5540 -1.3146 -0.9 -2.8 -2.8 -0.3673
N 3.2533 0.0854 -0.9147 -1.4 2.0 -2.5 -0.1738
O -2.9204 -1.5298 -1.2229 -0.2 -0.4 -0.4 -0.5901
O 4.3588 -0.1710 -0.5781 1.7 -1.4 1.6 -0.5254

***

(4)
19
Properties=species:S:1:pos:R:3:forces:R:3:mulliken_charge:R:1 method="wB97M-V/def2-TZVPD" largest_force_ev_per_a=1.294 de_lowest_kj_mol=80.03 smiles=C[C@@H](C[O-])N(C)C homo_ev=-2.287 charge=-1 energy_ha=-327.6656 multiplicity=1
C -1.5333 0.1248 0.6102 -0.5 -0.6 -1.0 -1.0222
N -0.7199 0.1563 -0.6114 0.3 0.8 0.9 -0.0816
C -0.7003 1.4986 -1.1695 -0.1 -0.1 0.3 -0.9676
C 1.3582 0.3032 0.8644 -0.3 0.7 0.0 -1.3891
C 0.6437 -0.3324 -0.3196 0.1 -1.0 -0.4 0.1638
C 0.6331 -1.9232 -0.1026 0.1 0.5 0.1 -0.8919
O 0.4880 -2.3385 1.1599 -0.3 0.0 0.0 -0.8679
H -1.2668 0.8324 1.3984 0.2 0.2 0.0 0.2971
H -2.5793 0.2802 0.3261 0.0 0.2 0.1 0.3913
H -1.4619 -0.8856 0.9849 0.2 -0.3 0.4 0.3230
H -0.2732 2.2658 -0.4945 -0.1 -0.1 0.1 0.3014
H -1.7339 1.7857 -1.3997 0.2 0.1 -0.1 0.3233
H -0.0811 1.5297 -2.0629 -0.1 -0.1 -0.3 0.3076
H 1.0591 1.3432 1.0616 -0.1 -0.1 -0.1 0.3531
H 2.4279 0.3580 0.6640 0.1 -0.3 0.2 0.3544
H 1.1069 -0.3067 1.7420 0.4 0.0 -0.1 0.3260
H 1.1942 -0.2035 -1.2571 0.1 0.3 0.0 0.4611
H 1.6050 -2.2537 -0.5665 0.0 0.0 -0.1 0.3283
H -0.1664 -2.2342 -0.8279 0.1 -0.2 0.1 0.2898

***

(5)
27
Properties=species:S:1:pos:R:3:forces:R:3:mulliken_charge:R:1 method="wB97M-V/def2-TZVPD" largest_force_ev_per_a=0.508 homo_ev=-3.020 charge=-1 energy_ha=-2662.5977 multiplicity=1
C 2.3105 0.6094 -1.0335 0.1 -0.1 0.0 -1.1774
C 2.0080 2.0779 -0.7019 0.1 0.1 -0.1 0.6496
O 3.1012 2.9224 -1.1822 -0.1 -0.1 0.3 -0.5370
C 0.6718 2.5818 -1.2148 0.1 0.3 0.3 -1.4349
As -0.9904 1.3683 -1.0152 -0.5 0.2 0.1 -0.8149
H 3.3154 0.5374 -1.4591 -0.1 0.0 0.0 0.4118
H 2.2877 -0.0154 -0.1377 -0.1 0.0 0.0 0.1751
H 1.5869 0.1892 -1.7341 0.0 0.1 0.0 0.2848
H 2.0550 2.2237 0.3800 0.0 -0.1 0.0 0.2284
H 2.9278 3.0458 -2.1165 0.0 0.1 -0.2 0.3123
H 0.4123 3.4892 -0.6552 0.0 0.0 -0.1 0.2789
H 0.7550 2.8682 -2.2728 -0.1 -0.3 -0.1 0.3816
H -1.7699 2.3455 -2.0447 0.1 -0.1 0.0 0.1227
H -0.4764 0.4627 -2.2453 0.0 0.0 0.0 0.0758
H -0.2551 0.4649 0.0467 0.1 -0.1 0.0 -0.0824
H -1.5392 2.2914 0.2033 0.0 0.0 0.0 0.0987
H -2.3200 0.4475 -0.9028 0.1 0.0 0.0 0.0624
C -1.5141 -2.0890 1.3080 0.1 0.2 0.1 -0.1823
C -1.9326 -3.4017 1.9271 0.0 0.0 0.0 -0.5706
O -1.0337 -3.7967 2.9706 -0.1 0.0 0.0 -0.5420
O -0.2120 -2.1486 0.7722 0.2 -0.3 -0.2 -0.4925
H -2.1810 -1.8153 0.4895 0.0 0.1 0.0 0.2645
H -1.5733 -1.2909 2.0632 -0.1 0.0 0.0 0.2485
H -1.8862 -4.1996 1.1859 0.0 0.0 0.0 0.2946
H -2.9572 -3.3337 2.3084 0.0 0.0 0.0 0.3124
H -1.1374 -3.1713 3.6954 0.0 0.0 0.0 0.3191
H 0.3471 -2.6632 1.3654 -0.1 0.0 0.1 0.3128

***

(6)
41
Properties=species:S:1:pos:R:3:forces:R:3:mulliken_charge:R:1 method="wB97M-V/def2-TZVPD" largest_force_ev_per_a=7.181 de_lowest_kj_mol=438.71 homo_ev=-12.722 charge=+1 energy_ha=-842.5722 multiplicity=1
C -0.7166 -0.7443 2.5060 -0.1 3.3 0.2 -0.8898
N 0.4403 -1.3635 2.0087 2.9 0.7 -1.6 -0.5711
C -1.3233 0.4609 1.6364 -0.3 0.6 0.7 0.6311
N -0.8855 0.3374 0.1387 -1.5 -0.8 2.9 0.0755
C -1.8831 1.2174 -0.5568 3.5 0.9 -4.5 -0.5032
C -3.1045 1.4533 0.2341 -0.8 -0.4 1.9 -0.6000
C -2.8688 0.5617 1.5707 -1.6 1.3 -0.1 -0.8286
H -0.4459 -0.3816 3.5132 -0.6 0.1 -0.3 0.2308
H -1.5316 -1.3907 2.5658 -1.1 -1.6 0.4 0.5678
H 0.2559 -1.9342 1.2195 -0.5 -1.0 -0.7 0.2959
H 1.1461 -0.6855 1.5738 -1.4 -1.0 1.6 0.3039
H -1.0721 1.5228 2.0607 0.4 -1.9 -1.2 -0.2082
H -1.1015 -0.6887 -0.2510 1.0 2.4 1.0 0.4685
H 0.2109 0.5544 0.1733 -1.4 -0.6 -1.2 0.1585
H -1.7815 0.6557 -1.5364 -1.8 1.0 0.6 0.4343
H -1.4616 2.2721 -0.8623 -0.1 -2.1 0.9 0.1791
H -2.9344 2.4748 0.6324 -0.9 -0.4 -0.4 0.3065
H -4.0908 1.3770 -0.3367 1.4 -0.1 1.1 0.3044
H -3.3412 1.2299 2.4191 1.1 -1.8 -1.3 0.3149
H -3.3988 -0.4197 1.5349 0.5 0.6 0.0 0.3799
H 1.7053 3.0586 3.6344 0.2 1.3 0.7 0.2999
H 0.3611 2.4452 3.1361 -0.7 0.6 0.3 0.3372
O 1.2962 2.3386 3.2007 0.5 -1.9 -1.2 -0.5819
H 4.0075 -1.4196 -0.0824 -1.0 0.0 -0.6 0.3144
H 2.7019 -2.0093 -0.5985 -2.8 -5.5 -0.1 0.3214
O 3.1642 -1.2614 -0.5669 4.2 5.2 0.7 -0.6270
H 1.8329 1.3293 0.5161 1.8 3.3 2.4 0.2900
H 2.2645 -0.0728 -0.0520 1.4 -0.9 -0.3 0.3443
O 1.6029 0.6170 0.0215 -2.1 -1.2 -2.1 -0.6718
H -1.2869 -2.5018 -2.0970 -1.5 -4.2 -1.7 0.1983
H -0.1251 -1.5525 -2.1842 2.5 0.2 -1.7 0.2547
O -0.9473 -1.7266 -1.8252 -1.0 4.0 3.4 -0.5082
H 1.7385 -1.0567 -4.2513 -0.1 0.7 -0.8 0.3234
H 0.4243 -0.4464 -5.1079 1.6 -1.2 1.4 0.3182
O 0.7893 -1.0729 -4.4086 -1.5 0.5 -0.4 -0.6273
H 0.8392 3.2050 -3.7018 0.3 -0.5 0.6 0.3099
H 1.9130 2.4207 -2.7152 -1.0 1.4 -1.7 0.3196
O 1.7707 3.0729 -3.4732 0.6 -1.0 1.2 -0.6281
H 1.9227 -3.6228 0.8080 -0.7 -0.4 5.9 0.2880
H 1.8931 -4.5925 -0.4333 0.3 2.0 1.2 0.3143
O 2.0200 -3.6612 -0.0635 0.3 -1.7 -7.0 -0.6391